DFT (wB97M-V/def2-TZVPD) results for C4H13N3RuTe4 as an isolated structure.

- Charge: +1
- Strongest force on any atom: 0.17 eV/A
- LUMO energy (alpha / beta): -5.04 / -4.85 eV
- Energy relative to the best compared isomer or geometry (same formula, charge and spin): 0.00 kcal/mol
- Multiplicity: 2
- Molecular weight: 714.6 g/mol
- Highest occupied orbital energy (alpha / beta): -9.40 / -10.75 eV

CARTESIAN COORDINATES (ANGSTROEM)
Ru1 -0.5717 -0.1838 -0.5595
N1 0.8650 1.2748 -1.4542
C1 1.9974 1.6255 -0.5679
C2 1.5340 1.6137 0.8800
N2 0.7984 0.3798 1.2093
C3 1.6192 -0.7870 1.5785
C4 2.1098 -1.5424 0.3536
N3 0.9736 -1.7965 -0.5603
H1 1.2047 0.9893 -2.3664
H2 0.3001 2.1065 -1.6123
H3 2.4028 2.6095 -0.8095
H4 2.7966 0.9091 -0.7339
H5 0.8436 2.4439 1.0379
H6 2.3910 1.7613 1.5440
H7 0.1644 0.5801 1.9739
H8 0.9822 -1.4466 2.1700
H9 2.4715 -0.4992 2.2014
H10 2.5834 -2.4736 0.6693
H11 2.8633 -0.9761 -0.1860
H12 0.4667 -2.6173 -0.2357
H13 1.3107 -2.0244 -1.4894
Te1 -2.2339 -1.5769 0.9911
Te2 -2.2043 -1.9892 -1.6244
Te3 -2.2991 0.6623 -2.3933
Te4 -2.3478 1.7143 0.0350